Record 1
DFT (ωB97M-V/def2-TZVPD) results for a molecular structure, C24H23N4RuS.

Geometry as XYZ:
```
53
Properties=species:S:1:pos:R:3
Ru -0.2048 -0.0614 0.0405
C 2.0304 -0.0121 1.9503
N 0.5109 -0.0575 1.9312
C -0.0317 1.1710 2.5841
C 0.1163 2.3260 1.6273
C 0.3422 3.6241 2.0308
C 0.4047 4.6267 1.0671
C 0.2496 4.2928 -0.2687
C 0.0413 2.9669 -0.6044
N -0.0322 2.0063 0.3226
C 0.0276 -1.3238 2.5590
C 0.2197 -2.4533 1.5796
C 0.4940 -3.7493 1.9582
C 0.5861 -4.7313 0.9758
C 0.4118 -4.3798 -0.3534
C 0.1559 -3.0565 -0.6640
N 0.0527 -2.1162 0.2813
C 2.6417 -0.0325 0.5770
C 4.0099 -0.0484 0.3769
C 4.4951 -0.0446 -0.9224
C 3.6018 -0.0267 -1.9882
C 2.2520 -0.0165 -1.7150
N 1.7872 -0.0183 -0.4536
H 2.3958 -0.8555 2.5365
H 2.3385 0.8962 2.4693
H 0.4698 1.3531 3.5356
H -1.0896 1.0013 2.7837
H 0.4675 3.8552 3.0803
H 0.5796 5.6536 1.3598
H 0.2922 5.0414 -1.0470
H -0.0731 2.6587 -1.6363
H -1.0376 -1.2045 2.7656
H 0.5405 -1.5042 3.5046
H 0.6322 -3.9957 3.0026
H 0.7982 -5.7567 1.2487
H 0.4754 -5.1128 -1.1450
H 0.0249 -2.7337 -1.6895
H 4.6858 -0.0622 1.2219
H 5.5616 -0.0560 -1.1047
H 3.9457 -0.0230 -3.0127
H 1.5124 -0.0069 -2.5070
S -2.3535 -0.0503 -0.1125
C -3.7956 0.0601 0.7190
C -4.9646 0.1725 -0.0971
C -6.1995 0.2579 0.4948
C -6.2938 0.2283 1.8878
C -5.1538 0.1106 2.7070
C -3.9152 0.0267 2.1392
H -4.8602 0.1892 -1.1745
H -7.0914 0.3448 -0.1101
H -7.2691 0.2940 2.3549
H -5.2693 0.0833 3.7819
H -3.0350 -0.0766 2.7575
```

The charge is +3. The value obtained for the HOMO-LUMO gap (alpha / beta) is 6.75 / 6.48 eV. The value obtained for the calculated total energy is -1639.51907 a.u. Its max |F| is 0.4 eV/A. The LUMO energy (alpha / beta) comes out at -0.432 / -0.426 Ha.

Results of the natural (NBO) charge analysis, in e, for atoms 1 through 4: 0.6933 -0.2810 -0.2754 -0.2490

***

Record 2
DFT (ωB97M-V/def2-TZVPD) results for a molecular structure, C24H23N5O2S2W.

Geometry as XYZ:
```
57
Properties=species:S:1:pos:R:3
W 0.5932 0.3017 -1.2274
C -0.8133 -3.2594 -3.5354
C -0.4542 -1.9170 -3.0021
N -0.0682 -1.6894 -1.7935
N -0.2044 -2.7094 -0.8865
C 0.4631 -2.4946 0.2142
N 0.3687 -3.3738 1.2174
S 1.5479 -1.1182 0.4255
C -0.4030 -0.7481 -3.8754
C -0.7344 -0.7839 -5.2229
C -0.6813 0.3800 -5.9658
C -0.2831 1.5574 -5.3435
C 0.0647 1.5266 -4.0078
N 0.0009 0.3958 -3.2834
H -0.6145 -4.0237 -2.7923
H -0.2270 -3.4615 -4.4321
H -1.8693 -3.3030 -3.8104
H -0.1373 -4.2331 1.0825
H 0.9267 -3.2536 2.0436
H -1.0402 -1.7167 -5.6722
H -0.9431 0.3738 -7.0145
H -0.2340 2.4913 -5.8831
H 0.3913 2.4136 -3.4827
S 3.8450 0.8701 -2.2864
C 2.4094 0.5782 -1.8169
C 3.3691 1.2476 4.8151
C 1.9039 1.1135 4.5083
C 1.0123 0.7784 5.5179
C -0.3492 0.6907 5.2717
C -0.8286 0.9190 3.9969
C 0.0606 1.2056 2.9652
N -0.4452 1.4433 1.6528
C -1.3014 0.6471 0.9518
C -1.8211 -0.5634 1.4677
C -2.7557 -1.2794 0.7634
C -3.2471 -0.8511 -0.4804
C -2.7314 0.2937 -1.0233
C -1.7121 1.0133 -0.3606
C -1.1733 2.2534 -1.0082
O -1.8106 3.1088 -1.5446
O 0.1923 2.2188 -1.0287
C 1.4311 1.3350 3.2062
C 2.4068 1.7526 2.1394
H 3.5609 1.0481 5.8672
H 3.7310 2.2527 4.5905
H 3.9672 0.5516 4.2233
H 1.3887 0.6087 6.5187
H -1.0366 0.4676 6.0762
H -1.8917 0.8994 3.7977
H -0.1515 2.3023 1.2150
H -1.4818 -0.9142 2.4301
H -3.1313 -2.1996 1.1923
H -4.0123 -1.4153 -0.9931
H -3.0743 0.6717 -1.9790
H 1.9500 1.8452 1.1555
H 3.2243 1.0339 2.0593
H 2.8534 2.7177 2.3870
```

The spin multiplicity is 2. The charge is +1. The value obtained for the HOMO-LUMO gap (alpha / beta) is 6.80 / 6.21 eV. The value obtained for the calculated total energy is -2215.93741 a.u. The energy above the lowest of the compared OMol25 structures with the same formula, charge and spin comes out at 0.000 eV. Its max |F| is 0.5 eV/A. The LUMO energy (alpha / beta) comes out at -0.147 / -0.169 Ha. Its expectation value of S² is 0.7667.

Results of the natural (NBO) charge analysis, in e, for atoms 1 through 4: 1.1678 -0.6850 0.2941 -0.2936

***

Record 3
DFT (ωB97M-V/def2-TZVPD) results for a molecular structure, C24H23N6O7RhS.

Geometry as XYZ:
```
62
Properties=species:S:1:pos:R:3
Rh 0.7336 0.3949 -0.4088
N 1.5526 0.2719 1.9980
N 2.9001 0.3466 2.2961
C 3.8294 0.3444 1.3195
N 5.1069 0.2214 1.7449
S 3.4959 0.4882 -0.3068
H 1.0089 0.9589 2.4991
H 1.1827 -0.6686 2.0806
H 3.1962 0.1078 3.2305
H 5.3458 0.3844 2.7089
H 5.8273 0.3576 1.0583
O -0.5848 1.0310 -2.2720
C 0.3060 0.5840 -3.0301
O 1.3693 0.0674 -2.6103
H 0.1552 0.6492 -4.1202
N -1.1054 0.5548 0.9532
C -2.1634 0.5285 0.4805
N -3.3322 0.4334 -0.0968
C -4.5208 0.9534 0.5826
C -5.2169 -0.2027 1.2931
O -5.5159 -1.2444 0.3848
C -4.3497 -1.7714 -0.2324
C -3.5978 -0.6917 -0.9988
H -5.1836 1.3776 -0.1733
H -4.2352 1.7324 1.2874
H -6.1626 0.1197 1.7259
H -4.5636 -0.5744 2.0954
H -4.6882 -2.5568 -0.9057
H -3.6860 -2.2093 0.5253
H -4.2123 -0.3211 -1.8208
H -2.6525 -1.0662 -1.3905
N 1.6336 10.4383 -0.0201
C 1.5586 9.2909 -0.0527
C 1.4627 7.8648 -0.0859
C 2.6159 7.0814 -0.0293
C 2.5186 5.7047 -0.0526
C 1.2676 5.0806 -0.1262
C 0.1168 5.8761 -0.1890
C 0.2104 7.2526 -0.1690
C 1.1582 3.6591 -0.1251
C 1.0349 2.4497 -0.0734
H 3.5814 7.5650 0.0355
H 3.4081 5.0911 -0.0136
H -0.8475 5.3917 -0.2563
H -0.6783 7.8677 -0.2138
O -0.5040 -1.6329 -0.9809
C 0.4021 -2.3177 -0.4545
O 1.3393 -1.7679 0.2009
C 0.3958 -3.8055 -0.5878
C -0.5138 -4.4148 -1.4383
C -0.5529 -5.8008 -1.5908
C 0.3442 -6.5300 -0.8509
O 0.5068 -7.8867 -0.8079
C 1.5567 -8.1350 0.1204
O 2.0333 -6.8846 0.5994
C 1.2604 -5.9227 -0.0027
C 1.3164 -4.5644 0.1490
H -1.1954 -3.7842 -1.9923
H -1.2480 -6.2860 -2.2619
H 2.3673 -8.6743 -0.3770
H 1.1759 -8.7291 0.9567
H 2.0357 -4.0783 0.7921
```

The spin multiplicity is 5. The value obtained for the HOMO-LUMO gap (alpha / beta) is 7.94 / 6.48 eV. The value obtained for the calculated total energy is -2292.13714 a.u. The energy above the lowest of the compared OMol25 structures with the same formula, charge and spin comes out at 0.000 eV. Its max |F| is 0.9 eV/A. The LUMO energy (alpha / beta) comes out at 0.004 / -0.058 Ha. Its expectation value of S² is 6.0129.

Results of the natural (NBO) charge analysis, in e, for atoms 1 through 4: 1.3674 -0.6170 -0.4306 0.2825

***

Record 4
DFT (ωB97M-V/def2-TZVPD) results for a molecular structure, C24H24AsClO5PS6Tc.

Geometry as XYZ:
```
63
Properties=species:S:1:pos:R:3
Tc 1.4603 -2.0387 -1.1630
C 1.6372 0.1849 2.4678
C 2.4904 -0.7232 1.5854
C 3.6365 -1.3722 2.3458
O 1.6720 -1.7407 0.9902
C 3.0139 0.1519 0.4503
O 3.9510 0.8808 0.5202
O 2.1829 0.1019 -0.6478
H 1.1946 -0.3966 3.2763
H 0.8354 0.6527 1.8958
H 2.2678 0.9637 2.8940
H 3.2336 -1.9206 3.1957
H 4.3268 -0.6105 2.7016
H 4.1767 -2.0630 1.7015
H 0.8139 -1.8899 1.4722
S 4.0113 -4.3008 -4.2607
As 3.7623 -2.4224 -3.5087
S 3.6406 -2.4711 -1.2174
S 1.4992 -1.8807 -3.2936
S 4.6720 -0.7037 -4.1575
O -0.3254 -4.0943 -2.9490
C 0.0152 -4.4681 -1.8733
O 0.7971 -3.7503 -1.0116
H -0.1991 -5.4504 -1.4317
S -1.1797 -2.5506 1.7299
P -1.7917 -1.2209 0.4092
S -0.6339 -0.9254 -1.3016
C -3.4245 -1.6857 -0.2308
C -4.4100 -1.9669 0.7164
C -5.6889 -2.2974 0.3100
C -5.9947 -2.3535 -1.0444
C -5.0187 -2.0804 -1.9866
C -3.7331 -1.7431 -1.5836
C -2.0820 0.4123 1.1468
C -2.1425 0.5504 2.5290
C -2.4408 1.7830 3.0908
C -2.6898 2.8767 2.2758
C -2.6407 2.7391 0.8944
C -2.3328 1.5128 0.3304
H -4.1681 -1.9441 1.7715
H -6.4468 -2.5206 1.0479
H -6.9948 -2.6156 -1.3620
H -5.2504 -2.1351 -3.0412
H -2.9724 -1.5482 -2.3266
H -1.9432 -0.3076 3.1585
H -2.4826 1.8870 4.1664
H -2.9252 3.8363 2.7157
H -2.8438 3.5876 0.2551
H -2.2982 1.4098 -0.7473
Cl 4.6006 3.2386 -2.2742
C 3.1401 3.5256 -1.3824
C 2.9105 4.8001 -0.8854
C 1.7662 5.0543 -0.1507
C 0.8451 4.0395 0.0735
C 1.0798 2.7773 -0.4413
C 2.2368 2.4947 -1.1630
C 2.4587 1.1066 -1.6879
H 3.6378 5.5764 -1.0700
H 1.5954 6.0468 0.2435
H -0.0515 4.2306 0.6446
H 0.3609 1.9821 -0.2760
H 3.4587 0.9212 -2.0772
H 1.7240 0.8675 -2.4591
```

The value obtained for the HOMO-LUMO gap (alpha / beta) is 5.55 / 5.55 eV. The value obtained for the calculated total energy is -6812.52207 a.u. The energy above the lowest of the compared OMol25 structures with the same formula, charge and spin comes out at 0.351 eV. Its max |F| is 0.6 eV/A. The LUMO energy (alpha / beta) comes out at -0.101 / -0.101 Ha.

Results of the natural (NBO) charge analysis, in e, for atoms 1 through 4: 0.5645 -0.6214 0.1552 -0.6184

***

Record 5
DFT (ωB97M-V/def2-TZVPD) results for a molecular structure, C24H24Br2CdF6N2O4S2.

Geometry as XYZ:
```
65
Properties=species:S:1:pos:R:3
Cd 0.1768 -0.6268 0.2939
C -1.4972 0.7782 3.4984
C -0.7220 1.5155 2.4415
C 0.6631 1.6524 2.5257
C 1.3628 2.4659 1.6318
C 2.8477 2.6591 1.7754
C 0.6569 3.1379 0.6461
C -0.7233 3.0147 0.5297
C -1.4705 3.8139 -0.4992
C -1.3951 2.1815 1.4141
H -1.7482 1.4666 4.3084
H -0.9230 -0.0424 3.9264
H -2.4283 0.3811 3.0979
H 1.1913 1.1696 3.3384
H 3.0731 3.2287 2.6784
H 3.2539 3.2058 0.9253
H 3.3749 1.7105 1.8557
H 1.1929 3.7672 -0.0559
H -1.6724 4.8175 -0.1206
H -2.4254 3.3527 -0.7403
H -0.8906 3.9159 -1.4166
H -2.4718 2.0766 1.3340
N -1.1453 -1.8044 -1.5171
C -2.1117 -0.8062 -1.8072
C -3.4552 -1.0899 -1.5925
C -4.4269 -0.1436 -1.8665
C -4.0599 1.0946 -2.3715
C -2.7182 1.3791 -2.5635
C -1.7170 0.4591 -2.2635
C -0.2849 0.8473 -2.4098
C 0.1057 1.5591 -3.5467
C 1.4052 2.0092 -3.6981
C 2.3410 1.7471 -2.7072
C 1.9594 1.0321 -1.5811
C 0.6538 0.5711 -1.4101
H -1.5595 -2.7280 -1.4795
H -0.3789 -1.8098 -2.1836
H -3.7343 -2.0666 -1.2181
H -5.4680 -0.3789 -1.6931
H -4.8098 1.8392 -2.5990
H -2.4263 2.3552 -2.9279
H -0.6245 1.7532 -4.3237
H 1.6870 2.5546 -4.5886
H 3.3602 2.0928 -2.8114
H 2.7036 0.8493 -0.8142
Br 1.0190 -4.1190 -3.4013
C 2.4013 -4.1620 -2.0584
Br 2.9554 -2.4132 -1.4903
H 3.2640 -4.6596 -2.4879
H 2.0161 -4.6873 -1.1935
F -2.2154 -4.1909 0.5274
C -0.9369 -4.1950 0.9038
F -0.1865 -4.0773 -0.1924
F -0.6566 -5.3570 1.4749
S -0.6465 -2.8245 2.1315
O -1.4375 -1.6883 1.6599
O -0.9566 -3.3954 3.3997
N 0.8951 -2.5161 1.8366
S 1.8178 -2.2363 3.1679
O 2.2457 -3.4361 3.8050
O 1.3059 -1.1429 3.9392
C 3.3143 -1.5953 2.2941
F 3.9793 -2.5661 1.6897
F 3.0025 -0.6715 1.3758
F 4.0990 -1.0241 3.2040
```

The value obtained for the HOMO-LUMO gap is 8.71 eV. The value obtained for the calculated total energy is -8050.76502 a.u. The energy above the lowest of the compared OMol25 structures with the same formula, charge and spin comes out at 0.000 eV. Its max |F| is 0.6 eV/A. The LUMO energy comes out at 0.007 Ha.

Results of the natural (NBO) charge analysis, in e, for atoms 1 through 4: 1.5579 -0.6460 -0.0216 -0.2773

***

Record 6
DFT (ωB97M-V/def2-TZVPD) results for a molecular structure, C24H24ClCoNP.

Geometry as XYZ:
```
52
Properties=species:S:1:pos:R:3
Co -0.0899 0.7847 1.8214
Cl 0.0362 2.1694 3.4319
P 0.0050 1.0330 -0.2271
C -1.3737 0.1668 -1.0297
C -1.1657 -0.6026 -2.1822
C -2.2646 -1.1438 -2.8575
C -3.5556 -0.9790 -2.3377
C -3.7572 -0.2701 -1.1398
C -2.6632 0.3027 -0.4808
C -0.2361 2.8199 -0.5107
C 0.6168 3.7217 0.1487
C 0.4518 5.0943 -0.0459
C -0.5681 5.5665 -0.8814
C -1.4142 4.6643 -1.5354
C -1.2530 3.2882 -1.3531
C 1.5801 0.6250 -1.0203
C 2.6508 0.1069 -0.2765
C 3.8795 -0.1139 -0.9117
C 4.0250 0.1771 -2.2779
C 2.9511 0.7038 -3.0134
C 1.7279 0.9353 -2.3816
H 1.3857 3.3469 0.8300
H 1.1243 5.7950 0.4484
H -0.6964 6.6397 -1.0314
H -2.2049 5.0238 -2.1945
H -1.9073 2.5786 -1.8611
H -0.1578 -0.7467 -2.5649
H -2.1026 -1.6861 -3.7948
H -4.4134 -1.4077 -2.8671
H -4.7652 -0.1535 -0.7328
H -2.8034 0.8696 0.4457
H 2.5190 -0.1192 0.7872
H 4.7249 -0.5141 -0.3453
H 4.9832 -0.0029 -2.7757
H 3.0546 0.9352 -4.0772
H 0.8870 1.3521 -2.9383
H -0.1296 -5.3709 -3.9858
H 0.6189 -5.3374 -3.9530
C 0.0272 -4.6290 4.5110
C 0.0154 -3.3147 3.7861
C 1.2053 -2.5945 3.6352
C 1.1885 -1.3612 2.9946
N 0.0237 -0.9057 2.4478
C -1.1588 -1.5774 2.5913
C -1.1665 -2.8035 3.2398
H 0.6954 -5.3371 4.0100
H 0.3797 -4.5259 5.5439
H -0.9730 -5.0664 4.5388
H 2.1528 -2.9728 4.0081
H 2.0628 -0.7164 2.8843
H -2.0451 -1.1017 2.1643
H -2.1074 -3.3467 3.3158
```

The spin multiplicity is 5. The charge is +2. The value obtained for the HOMO-LUMO gap (alpha / beta) is 8.62 / 4.50 eV. The value obtained for the calculated total energy is -3167.36889 a.u. Its max |F| is 3.6 eV/A. The LUMO energy (alpha / beta) comes out at -0.237 / -0.399 Ha. Its expectation value of S² is 6.0301.

Results of the natural (NBO) charge analysis, in e, for atoms 1 through 4: 1.1319 -0.5532 0.8223 -0.4141